# 1
The following is a DFT calculation (the ωB97M-V functional and the def2-TZVPD basis) of the molecule C18H21N3O4S.

Element x y z (Å)
C (7.189, -1.454, 2.141)
H (7.511, -2.079, 2.968)
H (8.008, -1.323, 1.440)
H (6.835, -0.499, 2.518)
S (5.821, -2.356, 1.353)
C (5.303, -1.252, 0.080)
C (5.910, -0.053, -0.241)
C (5.401, 0.730, -1.267)
C (4.291, 0.313, -1.973)
C (3.675, -0.892, -1.663)
C (4.174, -1.677, -0.639)
O (3.672, -2.884, -0.237)
C (2.459, -3.333, -0.779)
C (1.306, -2.419, -0.495)
C (0.185, -2.110, -1.213)
C (-0.502, -1.194, -0.377)
N (0.174, -0.994, 0.729)
O (1.285, -1.746, 0.665)
C (-1.798, -0.530, -0.664)
O (-2.436, -0.756, -1.677)
N (-2.192, 0.318, 0.300)
H (-1.582, 0.530, 1.081)
C (-3.395, 1.106, 0.188)
C (-3.173, 2.387, 0.986)
O (-2.223, 2.520, 1.732)
N (-4.097, 3.352, 0.833)
H (-3.963, 4.163, 1.420)
C (-5.303, 3.284, 0.039)
H (-5.759, 4.275, 0.061)
C (-6.300, 2.246, 0.563)
C (-5.941, 0.818, 0.158)
C (-4.612, 0.330, 0.728)
H (-4.479, -0.715, 0.444)
H (-4.622, 0.384, 1.819)
H (-6.731, 0.149, 0.502)
H (-5.904, 0.752, -0.932)
H (-7.288, 2.484, 0.165)
H (-6.349, 2.321, 1.651)
H (-5.048, 3.054, -1.001)
H (-3.554, 1.325, -0.875)
H (-0.123, -2.460, -2.174)
H (2.286, -4.302, -0.297)
H (2.532, -3.490, -1.865)
H (2.808, -1.201, -2.225)
H (3.892, 0.921, -2.771)
H (5.879, 1.668, -1.506)
H (6.778, 0.287, 0.301)

Forces on the atoms, in the same order (eV/Å):
-0.4795 -0.1500 -0.4506
0.0238 -0.0319 0.0498
0.1222 0.0744 0.0365
0.0777 0.0961 0.0674
0.2868 0.0044 0.3323
-0.0039 -0.3032 0.2259
-0.0947 -0.0747 -0.0201
-0.0323 0.1264 -0.1150
0.0849 0.0706 0.0140
-0.1153 -0.2431 -0.0046
0.2612 0.2631 -0.0029
0.0838 0.1396 -0.0153
-0.1578 -0.1718 0.0798
-0.7505 0.1696 -0.6829
0.5250 -0.1001 0.4780
0.8785 -0.5612 0.0903
-1.0344 0.7025 0.0403
0.6031 -0.5026 -0.0953
-0.2425 0.3273 0.4316
0.0319 -0.1609 -0.2293
0.0517 0.2837 0.2406
0.0397 0.0098 -0.0776
0.0336 -0.3088 0.0145
0.0772 -0.0754 -0.2467
0.2598 -0.1007 0.2242
-0.0598 0.5138 0.1419
0.0811 -0.1301 -0.0320
-0.3362 -0.2632 0.0274
0.1079 -0.0580 -0.0566
0.0084 -0.0172 -0.3213
0.0011 0.0959 0.3397
-0.1183 0.0277 -0.3272
0.0582 0.0389 0.0437
0.0361 -0.0557 0.0570
-0.0114 -0.0281 -0.0822
-0.0369 -0.0459 -0.0718
-0.0561 0.0256 0.0290
-0.0579 0.0678 0.0384
-0.0787 0.1171 -0.0024
-0.0098 0.0355 0.1238
-0.0278 -0.0879 -0.2467
0.0170 0.1463 -0.1593
-0.0608 0.0354 0.1644
-0.0647 -0.0340 -0.0287
-0.0354 0.0511 -0.0669
0.0309 0.0877 -0.0336
0.0832 -0.0057 0.0781

Computed properties:
HOMO energy: -7.84 eV
Kohn-Sham gap: 8.6206 eV
lowest unoccupied orbital energy: 0.8 eV
total charge: 0
SMILES: CSc1ccccc1OCc1cc(C(=O)N[C@H]2CCCCNC2=O)no1
energy relative to the best compared isomer or geometry (same formula, charge and spin): 2.217 eV

Here are the Löwdin charges for atoms 1 to 4, given in e: C -0.39; H 0.03; H 0.03; H 0.04


# 2
The following is a DFT calculation (the ωB97M-V functional and the def2-TZVPD basis) of a cluster of 2 separate species, C27H21BF6 in total.

Element x y z (Å)
F (2.921, -1.975, 1.363)
C (3.312, -0.842, 0.695)
C (4.657, -0.785, 0.344)
C (5.175, 0.394, -0.191)
C (4.339, 1.503, -0.343)
C (3.008, 1.391, 0.039)
F (2.255, 2.543, 0.026)
C (2.419, 0.223, 0.537)
B (0.853, 0.242, 0.940)
C (0.295, -1.142, 1.538)
C (-0.464, -2.056, 0.812)
F (-0.674, -1.824, -0.532)
C (-0.958, -3.248, 1.344)
C (-0.675, -3.569, 2.674)
C (0.102, -2.701, 3.440)
C (0.566, -1.535, 2.850)
F (1.455, -0.810, 3.595)
C (0.538, 1.376, 2.050)
C (-0.776, 1.768, 2.302)
F (-1.807, 1.057, 1.716)
C (-1.136, 2.774, 3.197)
C (-0.135, 3.396, 3.944)
C (1.184, 2.962, 3.819)
C (1.477, 1.951, 2.909)
F (2.747, 1.444, 2.988)
H (0.253, 0.512, -0.101)
H (5.271, -1.661, 0.534)
H (6.224, 0.450, -0.478)
H (4.707, 2.453, -0.723)
H (-1.529, -3.913, 0.698)
H (-1.037, -4.501, 3.106)
H (0.401, -2.916, 4.465)
H (-2.186, 3.042, 3.299)
H (-0.374, 4.206, 4.630)
H (1.999, 3.355, 4.421)
C (-0.706, 1.628, -3.701)
C (-1.633, 0.965, -2.750)
C (-2.016, 1.675, -1.511)
C (-2.238, -0.262, -3.094)
C (-3.206, -0.897, -2.249)
C (-3.775, -2.114, -2.591)
C (-3.424, -2.750, -3.791)
C (-2.499, -2.145, -4.653)
C (-1.923, -0.929, -4.323)
H (0.118, 0.971, -3.999)
H (-1.217, 1.959, -4.617)
H (-0.262, 2.508, -3.234)
H (-1.902, 1.040, -0.624)
H (-1.366, 2.544, -1.364)
H (-3.059, 2.025, -1.534)
H (-3.487, -0.406, -1.315)
H (-4.513, -2.562, -1.918)
H (-3.847, -3.724, -4.031)
H (-2.238, -2.623, -5.601)
H (-1.215, -0.465, -5.008)

Forces on the atoms, in the same order (eV/Å):
0.1245 0.4732 -0.6885
0.1968 0.4966 0.2585
-0.0812 0.0209 -0.0138
-0.3786 -0.1198 -0.0426
-0.1052 -0.0170 0.0328
0.3567 -0.3194 0.2020
0.2676 -0.6003 -0.3636
0.2506 -0.0524 0.0693
0.0688 0.0463 -0.1171
-0.0315 -0.3867 -0.1319
0.2886 -0.2668 0.7290
-0.2177 -0.0537 0.4433
-0.0059 0.1195 -0.2365
0.0051 0.2793 -0.1404
0.0096 0.0832 -0.1562
0.1618 -0.4952 0.0426
-0.6686 -0.2080 -0.3976
-0.1736 -0.0486 0.1507
0.3696 0.2959 0.6190
0.4252 0.5345 -0.1688
-0.0668 -0.1211 -0.1465
0.1322 -0.0793 -0.2670
-0.0320 -0.1612 -0.1588
-0.2150 0.0470 0.5059
-0.6161 0.5553 -0.4359
-0.0569 0.0474 0.1626
0.0026 0.1796 -0.0722
-0.2281 0.0156 0.0834
-0.0242 -0.1553 0.1005
0.1113 0.0702 0.1900
0.0478 0.2119 -0.1455
-0.1364 -0.0488 -0.2374
0.1974 -0.0455 0.0620
-0.0205 -0.2263 -0.1187
-0.2275 0.0086 -0.0270
0.6177 0.3984 0.3417
-0.8545 0.0223 -0.2417
0.5977 0.4020 0.1846
-0.4916 -1.1699 -0.2999
0.3746 0.2448 -0.0329
-0.1540 0.1460 0.0606
0.3034 0.4386 0.3757
0.0322 0.1349 -0.1823
-0.0090 0.1082 0.2709
-0.1844 -0.0275 0.0187
-0.0854 -0.2240 0.2246
-0.0526 -0.1000 -0.0884
0.0020 -0.0602 -0.0704
-0.1967 -0.1663 0.0473
0.1290 -0.2130 -0.1840
0.0946 -0.2825 -0.2490
0.3534 0.1173 -0.2871
0.0444 0.2508 -0.0165
-0.0688 0.1421 0.3794
-0.1827 -0.2414 0.1631

Computed properties:
HOMO energy: -7.56 eV
Kohn-Sham gap: 4.2183 eV
lowest unoccupied orbital energy: -3.3 eV
total charge: 0
energy relative to the best compared isomer or geometry (same formula, charge and spin): 1.711 eV

Here are the Löwdin charges for atoms 1 to 4, given in e: F 0.05; C -0.20; C -0.03; C -0.09


# 3
The following is a DFT calculation (the ωB97M-V functional and the def2-TZVPD basis) of a structure of composition C11H27CaN2O2PS3Sb.

Element x y z (Å)
Ca (-1.698, 1.179, -0.773)
C (-3.925, -3.923, 1.538)
C (-4.236, -2.493, 1.155)
O (-3.238, -1.560, 1.620)
P (-1.768, -1.474, 0.994)
S (-1.019, 0.230, 1.723)
S (-1.829, -1.583, -0.984)
O (-0.997, -2.762, 1.516)
C (-0.544, -2.873, 2.885)
C (0.947, -2.647, 2.953)
H (-4.788, -4.549, 1.306)
H (-3.726, -4.003, 2.607)
H (-3.065, -4.310, 0.994)
H (-5.156, -2.150, 1.626)
H (-4.331, -2.378, 0.074)
H (-0.808, -3.886, 3.191)
H (-1.098, -2.171, 3.512)
H (1.468, -3.353, 2.307)
H (1.299, -2.794, 3.975)
H (1.201, -1.633, 2.645)
S (-2.783, 2.952, -2.404)
C (-1.287, 3.601, -1.774)
N (-0.079, 3.227, -2.381)
C (1.100, 3.985, -1.979)
C (1.236, 3.925, -0.465)
C (-0.051, 4.369, 0.205)
N (-1.181, 3.591, -0.327)
H (-0.200, 3.138, -3.379)
H (1.037, 5.033, -2.303)
H (1.978, 3.542, -2.453)
H (2.060, 4.561, -0.140)
H (1.462, 2.900, -0.159)
H (-0.209, 5.438, 0.017)
H (-0.002, 4.216, 1.284)
H (-2.053, 3.970, 0.029)
C (3.762, -0.033, -2.859)
Sb (1.859, -0.124, -1.882)
C (2.642, 0.213, 0.095)
C (1.853, -2.250, -1.598)
H (4.454, -0.684, -2.325)
H (4.144, 0.986, -2.847)
H (3.677, -0.362, -3.893)
H (3.426, -0.522, 0.286)
H (1.853, 0.092, 0.837)
H (3.068, 1.211, 0.192)
H (2.823, -2.567, -1.214)
H (1.652, -2.762, -2.537)
H (1.070, -2.512, -0.888)

Forces on the atoms, in the same order (eV/Å):
0.5798 0.1841 -0.3296
-0.0404 -0.0703 0.0085
0.0455 0.0857 -0.0313
0.0455 -0.0916 0.1051
-0.1416 0.3272 0.0354
-0.0187 -0.1842 0.1450
-0.1096 -0.1901 -0.0553
0.1908 0.0138 -0.0802
-0.1163 -0.0421 -0.0259
0.0570 -0.0052 0.0458
0.0047 -0.0090 -0.0116
-0.0117 0.0246 0.0076
0.0085 0.0275 -0.0162
-0.0023 -0.0266 -0.0093
-0.0131 -0.0416 0.0163
0.0060 0.0152 0.0213
0.0580 0.0271 0.0016
-0.0082 -0.0050 -0.0220
-0.0135 -0.0016 0.0142
-0.0327 0.0078 -0.0123
-0.0139 0.2150 -0.1222
-0.6671 0.1292 0.2301
0.1329 -0.2749 0.0457
0.1079 0.0321 0.0078
0.0036 -0.0599 0.0351
0.0471 0.0835 -0.0310
-0.0341 0.0776 -0.0351
0.0281 -0.0198 0.0084
-0.0412 -0.0206 0.0051
-0.0262 -0.0158 -0.0202
0.0032 -0.0123 0.0174
0.0097 -0.0357 -0.0223
-0.0157 -0.0138 -0.0108
-0.0023 -0.0197 -0.0102
0.0209 -0.0330 -0.0329
0.0644 -0.0099 0.0248
-0.2768 -0.1459 0.3414
0.1529 0.0182 -0.0103
0.0470 -0.0159 -0.1302
0.0486 0.0083 -0.0317
0.0060 0.0163 0.0008
-0.0074 -0.0159 -0.0137
0.0058 0.0081 -0.0062
-0.0528 0.0151 -0.0447
-0.0097 0.0176 -0.0141
0.0118 0.0138 -0.0022
-0.0142 -0.0100 0.0005
-0.0164 0.0225 0.0135

Computed properties:
HOMO energy (alpha / beta): -5.79 / -8.29 eV
2S+1: 2
Kohn-Sham gap (alpha / beta): 6.3606 / 8.5620 eV
lowest unoccupied orbital energy (alpha / beta): 0.6 / 0.3 eV
total charge: 0

Here are the Löwdin charges for atoms 1 to 4, given in e: Ca 0.78; C -0.08; C -0.28; O -0.36


Question: Which value of total charge does entry 3 give?
Answer: 0